Computed, not measured: a molecular structure, C6H22N8O6Zn in a non-equilibrium geometry, with ωB97M-V/def2-TZVPD.

For the total energy, the calculation gives -2909.9810 Ha. The charge is +2. The energy relative to the best compared isomer or geometry (same formula, charge and spin) comes out at 10.893 eV. As for the HOMO energy: -14.71 eV. The HOMO-LUMO gap is 3.4 eV.

CARTESIAN COORDINATES (ANGSTROEM)
Zn -2.539 15.587 9.530
C -6.635 13.707 7.814
O -5.537 14.065 8.263
N -7.280 12.661 8.163
N -7.355 14.233 6.772
H -8.182 12.420 7.777
H -6.946 12.198 8.996
H -7.007 15.120 6.436
H -8.319 14.226 7.071
C 0.123 11.973 7.421
O -0.474 12.770 8.136
N 1.360 12.125 6.934
N -0.433 10.967 6.920
H 2.027 12.839 7.189
H 1.742 11.336 6.433
H -1.421 10.756 6.922
H 0.172 10.524 6.244
C -1.624 16.466 4.623
O -1.662 16.529 5.856
N -2.558 16.854 3.810
N -0.660 15.924 3.903
H -2.252 16.549 2.897
H -3.315 17.521 3.857
H 0.171 15.668 4.418
H -0.666 15.929 2.893
C 1.470 18.049 10.872
O 0.461 17.290 10.823
N 1.401 19.229 11.438
N 2.596 17.681 10.416
H 0.522 19.718 11.528
H 2.228 19.808 11.415
H 3.374 18.321 10.348
H 2.704 16.728 10.098
C -4.178 16.437 12.893
C -5.099 17.218 11.936
O -4.401 17.573 10.791
O -3.540 15.373 12.207
H -4.783 16.193 13.766
H -3.401 17.119 13.240
H -5.519 18.053 12.497
H -5.927 16.626 11.547
H -4.898 18.239 10.311
H -3.344 14.609 12.753

Formally, the Mulliken partial charges of the atoms, in units of the elementary charge, are as follows: atom 1 (Zn): 1.53, atom 2 (C): 0.59, atom 3 (O): -0.65, atom 4 (N): -0.35, atom 5 (N): -0.51, atom 6 (H): 0.21, atom 7 (H): 0.22, atom 8 (H): 0.24, atom 9 (H): 0.25, atom 10 (C): 0.63, atom 11 (O): -0.65, atom 12 (N): -0.37, atom 13 (N): -0.29, atom 14 (H): 0.21, atom 15 (H): 0.16, atom 16 (H): 0.23, atom 17 (H): 0.16, atom 18 (C): 0.60, atom 19 (O): -0.64, atom 20 (N): -0.29, atom 21 (N): -0.37, atom 22 (H): 0.16, atom 23 (H): 0.22, atom 24 (H): 0.21, atom 25 (H): 0.18, atom 26 (C): 0.67, atom 27 (O): -0.66, atom 28 (N): -0.37, atom 29 (N): -0.33, atom 30 (H): 0.24, atom 31 (H): 0.19, atom 32 (H): 0.19, atom 33 (H): 0.23, atom 34 (C): -0.39, atom 35 (C): -0.46, atom 36 (O): -0.46, atom 37 (O): -0.42, atom 38 (H): 0.38, atom 39 (H): 0.29, atom 40 (H): 0.36, atom 41 (H): 0.31, atom 42 (H): 0.29, atom 43 (H): 0.27